[1]
Below is a gas-phase ion, C17H35N4O10 (charge +1), with properties calculated with ωB97M-V/def2-TZVPD.

Cartesian coordinates (Å):
N: 4.3761 -1.6017 1.8124
C: 3.0962 -0.9178 1.7490
C: 2.1700 -1.5513 0.6900
O: 0.9000 -0.9542 0.7426
C: -0.2023 -1.8166 0.4861
C: -1.4978 -1.0363 0.7777
O: -1.6915 0.0462 -0.1219
C: -1.1441 1.2717 0.3059
O: -1.8958 1.8715 1.3107
C: -2.7682 2.8296 0.7318
C: -4.0764 2.1763 0.2406
O: -4.6207 1.3083 1.1917
C: -1.9460 3.4422 -0.4174
O: -0.9976 4.3799 0.0221
C: -1.1465 2.2212 -0.9220
O: 0.1343 2.5293 -1.3863
C: -2.7078 -1.9865 0.6604
O: -2.6304 -3.0152 1.6174
C: -2.7457 -2.6418 -0.7427
N: -3.8287 -3.5803 -0.9187
C: -1.4241 -3.3720 -1.0092
C: -0.2158 -2.4349 -0.9223
N: -0.2484 -1.4015 -1.9722
O: 2.7252 -1.4742 -0.5968
C: 3.3299 -0.2296 -0.9461
C: 2.9891 0.0870 -2.4028
N: 1.5537 0.3728 -2.5718
C: 2.8995 0.9160 -0.0115
O: 3.4435 2.1283 -0.4427
C: 3.3462 0.5861 1.4291
O: 4.6965 0.9318 1.5569
H: 4.6393 -1.9692 0.9043
H: 4.3683 -2.3655 2.4745
H: 2.6027 -0.9934 2.7201
H: 2.0824 -2.6302 0.8926
H: -0.1717 -2.6519 1.2022
H: -1.4430 -0.6408 1.7992
H: -0.1367 1.1069 0.7061
H: -2.9817 3.5555 1.5238
H: -3.8760 1.5545 -0.6346
H: -4.7867 2.9681 -0.0374
H: -4.7717 1.7848 2.0165
H: -2.5886 3.8662 -1.1985
H: -1.4375 5.1531 0.3896
H: -1.6790 1.7261 -1.7397
H: 0.4413 3.3089 -0.8932
H: -3.6176 -1.3846 0.7962
H: -2.8566 -2.6686 2.4866
H: -2.8925 -1.8367 -1.4724
H: -3.7621 -4.3138 -0.2208
H: -4.7261 -3.1235 -0.8014
H: -1.3234 -4.1665 -0.2698
H: -1.4759 -3.8373 -1.9945
H: 0.7071 -3.0081 -1.0696
H: -0.4775 -1.8567 -2.8529
H: -1.0028 -0.7572 -1.7314
H: 4.4237 -0.3327 -0.8797
H: 3.5829 0.9512 -2.7062
H: 3.2496 -0.7764 -3.0166
H: 1.2735 1.2201 -2.0460
H: 1.3538 0.5477 -3.5557
H: 0.8611 -0.4921 -2.2144
H: 1.8115 1.0105 -0.0307
H: 4.2776 2.2503 0.0394
H: 2.7629 1.2104 2.1188
H: 5.1699 0.1239 1.8300

The multiplicity is 1. As for the energy above the lowest of the compared OMol25 structures with the same formula, charge and spin: 6.7 kcal/mol. The SMILES is N[C@@H]1[C@@H](O[C@H]2[C@@H](O[C@@H]3O[C@H](CO)[C@@H](O)[C@H]3O)[C@H](O)[C@H](N)C[C@H]2N)O[C@@H](C[NH3+])[C@H](O)[C@@H]1O. For the max |F|, the calculation gives 0.8 eV/A. As for the net charge: +1.

***

[2]
Below is 2 unconnected molecules or ions with the total composition C17H35O3, with properties calculated with ωB97M-V/def2-TZVPD.

Cartesian coordinates (Å):
C: -1.5219 4.8326 -2.2390
O: -2.0279 3.5259 -2.3628
C: -1.3142 2.5278 -1.6515
C: -1.6282 1.1618 -2.2313
C: -0.8332 0.0543 -1.5361
C: 0.6539 0.0374 -1.9257
C: 1.5989 -0.3060 -0.7619
C: 3.0353 0.2266 -0.8886
C: 3.9758 -0.6246 -1.7545
C: 3.6072 -0.6614 -3.2480
C: 2.9139 -1.9628 -3.6717
C: 2.0356 -1.7914 -4.9420
O: 2.6218 -1.3269 -5.9374
O: 0.8456 -2.1944 -4.8438
H: -0.5407 4.8420 -1.7514
H: -1.4168 5.2792 -3.2319
H: -2.2048 5.4524 -1.6443
H: -0.2357 2.7271 -1.7137
H: -1.5923 2.5592 -0.5850
H: -2.7042 0.9833 -2.1323
H: -1.3970 1.1557 -3.3008
H: -0.9470 0.1435 -0.4472
H: -1.2813 -0.9015 -1.8255
H: 0.7744 -0.6684 -2.7502
H: 0.9379 1.0123 -2.3431
H: 1.1520 0.0807 0.1631
H: 1.6513 -1.3976 -0.6452
H: 3.4710 0.3220 0.1134
H: 2.9921 1.2434 -1.3049
H: 5.0010 -0.2628 -1.6104
H: 3.9574 -1.6503 -1.3629
H: 4.4849 -0.5048 -3.8794
H: 2.9389 0.1759 -3.4778
H: 2.2840 -2.3332 -2.8571
H: 3.6677 -2.7370 -3.8674
C: -0.7032 0.7250 2.5354
C: -1.0126 -0.7672 2.5390
C: -2.4429 -1.0942 2.9644
C: -2.8110 -0.6444 4.3800
C: -1.9021 -1.1889 5.4810
C: -1.8923 -2.7116 5.5653
H: -0.7892 1.1641 3.5316
H: 0.3119 0.9105 2.1822
H: -1.3863 1.2605 1.8715
H: -0.2998 -1.2878 3.1855
H: -0.8509 -1.1654 1.5345
H: -2.6055 -2.1711 2.8676
H: -3.1358 -0.6226 2.2603
H: -3.8413 -0.9530 4.5870
H: -2.8091 0.4480 4.4279
H: -2.2294 -0.7770 6.4399
H: -0.8811 -0.8272 5.3305
H: -2.9008 -3.0978 5.7316
H: -1.2618 -3.0578 6.3856
H: -1.5124 -3.1619 4.6473

The multiplicity is 1. For the max |F|, the calculation gives 0.8 eV/A. As for the net charge: -1.

***

[3]
Below is 2 unconnected molecules or ions with the total composition C17H35OSi3, with properties calculated with ωB97M-V/def2-TZVPD.

Cartesian coordinates (Å):
C: -0.6322 -2.5195 -3.2831
O: 0.3118 -2.8083 -2.2300
C: 1.5711 -2.5204 -2.3632
C: 2.5500 -3.1449 -1.5285
C: 3.9133 -2.9291 -1.8601
C: 4.9139 -3.4534 -1.0550
C: 4.5854 -4.2384 0.0621
C: 3.2365 -4.5255 0.3470
C: 2.2127 -4.0068 -0.4340
H: -1.5842 -2.8969 -2.9135
H: -0.6895 -1.4407 -3.4755
H: -0.3569 -3.0456 -4.2085
H: 1.8744 -1.8896 -3.2114
H: 4.1116 -2.3652 -2.7690
H: 5.9564 -3.2489 -1.2946
H: 5.3725 -4.6233 0.7092
H: 2.9851 -5.1680 1.1996
H: 1.1598 -4.2560 -0.2702
C: 1.8661 2.9726 0.5695
Si: 0.4153 2.1843 -0.3275
C: 0.0660 3.4639 -1.6592
H: 0.8055 0.8414 -0.9382
C: -1.0826 2.0296 0.8485
Si: -0.6592 0.9483 2.3374
C: -0.1083 -0.7573 1.7668
C: 0.6870 1.7056 3.4127
C: -2.0936 0.7574 3.5356
Si: -2.6277 1.4892 -0.0917
C: -2.3113 -0.1557 -0.9464
C: -4.1417 1.3233 1.0058
C: -3.1727 2.7579 -1.3697
H: 1.5185 3.7198 1.2970
H: 2.5045 2.2466 1.0828
H: 2.4682 3.4949 -0.1882
H: -0.5511 4.2831 -1.2632
H: 1.0351 3.8882 -1.9604
H: -0.4228 3.0469 -2.5455
H: -1.2944 3.0442 1.2450
H: 0.3864 -1.2396 2.6226
H: -0.9609 -1.3829 1.4714
H: 0.6066 -0.7353 0.9350
H: 0.5934 1.2706 4.4188
H: 1.6991 1.4983 3.0456
H: 0.5704 2.7929 3.5128
H: -1.6689 0.4496 4.5028
H: -2.6297 1.7022 3.6950
H: -2.8162 -0.0069 3.2278
H: -3.0991 -0.2904 -1.7017
H: -1.3429 -0.2047 -1.4584
H: -2.3685 -0.9976 -0.2444
H: -5.0233 1.3706 0.3493
H: -4.1792 0.3733 1.5507
H: -4.2208 2.1461 1.7282
H: -4.2410 2.5885 -1.5710
H: -3.0673 3.7858 -0.9977
H: -2.6306 2.6758 -2.3191

The multiplicity is 1. As for the energy above the lowest of the compared OMol25 structures with the same formula, charge and spin: 0.0 kcal/mol. For the max |F|, the calculation gives 1.7 eV/A. As for the net charge: +1.

***

[4]
Below is a molecular structure, C17H36AuN6OP, with properties calculated with ωB97M-V/def2-TZVPD.

Cartesian coordinates (Å):
Au: 0.6005 -0.0498 0.3560
C: 0.6027 1.8914 -2.3294
N: 1.4851 2.7551 -1.5550
C: 1.4649 2.7806 -0.2091
N: 2.3282 3.6276 0.4064
O: 0.6821 2.0928 0.4738
H: 0.5968 2.2439 -3.3587
H: -0.4072 1.9496 -1.9305
H: 0.9218 0.8487 -2.2973
H: 2.2479 3.2024 -2.0308
H: 2.7677 4.3812 -0.0896
H: 2.2578 3.6981 1.4056
N: 0.6049 -2.0188 0.3247
P: -0.7083 -2.7225 0.7466
N: -2.0971 -2.6204 -0.2199
C: -2.6778 -3.7748 -0.9163
C: -3.9576 -3.3613 -1.6300
C: -3.6736 -2.3091 -2.7105
C: -2.6107 -1.2999 -2.2291
C: -2.5285 -1.3105 -0.7085
N: -0.5152 -4.4021 0.7917
C: 0.3060 -4.9931 -0.2755
C: 1.7885 -5.0595 0.0891
C: 1.9896 -5.7792 1.4223
C: 1.1307 -5.1300 2.5071
C: -0.3295 -5.1042 2.0599
N: -1.3195 -2.3429 2.2634
C: -2.7076 -2.4808 2.6700
C: -3.2973 -1.1293 3.0628
C: -2.4584 -0.4972 4.1720
C: -0.9939 -0.4003 3.7463
C: -0.4663 -1.7583 3.2926
H: -2.8790 -4.5707 -0.2003
H: -1.9896 -4.1913 -1.6644
H: -4.6657 -2.9682 -0.8955
H: -4.4203 -4.2450 -2.0725
H: -4.6004 -1.7917 -2.9663
H: -3.3291 -2.8070 -3.6194
H: -2.8413 -0.2939 -2.5879
H: -1.6234 -1.5663 -2.6151
H: -3.5065 -1.0376 -0.2883
H: -1.8213 -0.5577 -0.3640
H: 0.1790 -4.4091 -1.1867
H: -0.0763 -6.0058 -0.4676
H: 2.1503 -4.0310 0.1642
H: 2.3389 -5.5628 -0.7099
H: 3.0444 -5.7669 1.7054
H: 1.6960 -6.8320 1.3199
H: 1.4631 -4.0980 2.6646
H: 1.2249 -5.6659 3.4556
H: -0.9667 -4.6532 2.8181
H: -0.6744 -6.1375 1.9144
H: -2.7618 -3.1521 3.5416
H: -3.2732 -2.9388 1.8618
H: -4.3360 -1.2507 3.3819
H: -3.2900 -0.4789 2.1820
H: -2.5307 -1.1233 5.0696
H: -2.8477 0.4882 4.4372
H: -0.3778 -0.0261 4.5684
H: -0.8983 0.3041 2.9132
H: -0.4270 -2.4348 4.1614
H: 0.5421 -1.6648 2.8939

The multiplicity is 1. For the max |F|, the calculation gives 0.7 eV/A. As for the net charge: 0.

***

Record order is preserved below.
Calculated total energy: -1640.00764; -894.50354; -1612.28051; -1550.24492 a.u.
Record order is preserved below.
Kohn-Sham gap: 9.629; 6.619; 6.236; 7.253 eV
Record order is preserved below.
HOMO energy: -11.733; -4.098; -11.789; -6.918 eV